{
  "formula": "C63H156N6O18",
  "method": "ωB97M-V with the def2-TZVPD basis set",
  "elements": ["C", "O", "H", "H", "H", "H", "C", "O", "H", "H", "H", "H", "C", "O", "H", "H", "H", "H", "C", "O", "H", "H", "H", "H", "C", "O", "H", "H", "H", "H", "C", "O", "H", "H", "H", "H", "C", "O", "H", "H", "H", "H", "C", "O", "H", "H", "H", "H", "C", "O", "H", "H", "H", "H", "O", "H", "H", "O", "H", "H", "O", "H", "H", "C", "C", "C", "C", "C", "C", "N", "O", "C", "C", "C", "H", "H", "H", "H", "H", "H", "H", "H", "H", "H", "H", "H", "H", "H", "H", "H", "H", "H", "H", "C", "C", "C", "C", "C", "C", "N", "O", "C", "C", "C", "H", "H", "H", "H", "H", "H", "H", "H", "H", "H", "H", "H", "H", "H", "H", "H", "H", "H", "H", "C", "C", "C", "C", "C", "C", "N", "O", "C", "C", "C", "H", "H", "H", "H", "H", "H", "H", "H", "H", "H", "H", "H", "H", "H", "H", "H", "H", "H", "H", "C", "C", "C", "C", "C", "C", "N", "O", "C", "C", "C", "H", "H", "H", "H", "H", "H", "H", "H", "H", "H", "H", "H", "H", "H", "H", "H", "H", "H", "H", "C", "C", "C", "C", "C", "C", "N", "O", "C", "C", "C", "H", "H", "H", "H", "H", "H", "H", "H", "H", "H", "H", "H", "H", "H", "H", "H", "H", "H", "H", "C", "C", "C", "C", "C", "C", "N", "O", "C", "C", "C", "H", "H", "H", "H", "H", "H", "H", "H", "H", "H", "H", "H", "H", "H", "H", "H", "H", "H", "H"],
  "coordinates": [[-5.975967, 3.988768, 3.097053], [-6.745194, 5.086552, 2.665938], [-6.009190, 3.169875, 2.351405], [-4.910500, 4.239919, 3.055504], [-6.303349, 3.567334, 4.034607], [-7.575003, 5.081207, 3.151833], [-2.540969, 6.312023, 1.649488], [-2.801202, 7.597400, 2.220795], [-2.941672, 5.603557, 2.360711], [-3.090681, 6.074662, 0.735495], [-1.459514, 6.169060, 1.547833], [-2.397951, 8.260467, 1.639885], [0.171830, 3.564657, -2.794835], [0.115783, 4.413165, -1.635079], [0.858131, 3.951864, -3.572933], [0.449563, 2.550480, -2.511462], [-0.793729, 3.545138, -3.309307], [0.621775, 5.212997, -1.784849], [3.415946, 4.403856, 0.426148], [2.886671, 4.352792, -0.908539], [3.086204, 5.299528, 0.925028], [2.982523, 3.614691, 1.065937], [4.474686, 4.186214, 0.311745], [2.141355, 3.754519, -0.868266], [-7.132430, 0.488743, -0.952058], [-6.152826, -0.491461, -0.646965], [-7.046055, 0.797836, -1.994885], [-8.158241, 0.118303, -0.844297], [-7.001495, 1.292219, -0.232317], [-6.249170, -1.223256, -1.287457], [-3.610921, -3.216883, 3.413689], [-2.972581, -2.287808, 4.278591], [-4.277711, -2.639240, 2.755882], [-3.027387, -3.904185, 2.785076], [-4.203317, -3.861796, 4.057366], [-2.595599, -2.774978, 5.018162], [-7.108556, -0.974809, 2.692637], [-5.919088, -0.289745, 2.259471], [-7.002651, -2.033625, 2.400827], [-7.230043, -0.880441, 3.758826], [-7.943270, -0.481983, 2.177628], [-5.951193, -0.125995, 1.307751], [-1.926548, 1.448729, 5.284769], [-0.821773, 2.149980, 5.848013], [-1.696556, 1.264300, 4.230298], [-1.973267, 0.461939, 5.765985], [-2.834829, 2.013032, 5.415248], [-0.580745, 2.781959, 5.157302], [-4.803739, 1.394374, -3.798483], [-5.432747, 0.170240, -4.156030], [-5.580933, 2.162319, -3.661114], [-4.390797, 1.215477, -2.811604], [-4.100392, 1.707045, -4.571241], [-6.098606, 0.347886, -4.821853], [-4.821513, 0.002486, 4.865254], [-5.057446, 0.034252, 3.913703], [-4.151547, -0.690700, 4.876002], [-0.661838, 4.019773, 3.619912], [-0.643126, 3.598877, 2.741668], [0.028077, 4.685380, 3.590652], [-3.249577, 4.563453, -2.288064], [-3.991389, 4.714557, -1.676023], [-2.515652, 5.010334, -1.850352], [7.178843, 2.024226, -0.675453], [6.221110, 0.898372, -0.278063], [5.037736, 0.751669, -1.299496], [5.566794, 0.205367, -2.649081], [6.168077, -1.166560, -2.442913], [7.345324, -1.123555, -1.397785], [6.858026, -0.422025, -0.180640], [8.079933, -0.246256, 0.643952], [7.753834, -2.486830, -0.917444], [8.575072, -0.416795, -2.001285], [5.653578, 1.223308, 1.084920], [6.761426, 2.999241, -0.450746], [7.379199, 1.980143, -1.735423], [8.112074, 1.942776, -0.137505], [4.351254, 0.010353, -0.906015], [4.542489, 1.706551, -1.459455], [6.371911, 0.839124, -3.019970], [4.721125, 0.194238, -3.354599], [6.610303, -1.590440, -3.351053], [5.359810, -1.790572, -2.063319], [8.626144, -2.340058, -0.276055], [6.969357, -2.963949, -0.325233], [8.023092, -3.070098, -1.792958], [9.169761, -0.092328, -1.140382], [9.132984, -1.000014, -2.737547], [8.284077, 0.442955, -2.598576], [5.106908, 0.367264, 1.491658], [4.920431, 2.013161, 0.970336], [6.432362, 1.587904, 1.753775], [7.777986, -0.603761, 1.485086], [-7.206049, -5.064429, -3.292409], [-7.350513, -3.773740, -2.448893], [-7.766599, -4.166226, -1.011619], [-6.687597, -4.932909, -0.223482], [-5.430398, -4.033227, -0.176532], [-4.914679, -3.667007, -1.558255], [-6.053609, -3.058351, -2.339656], [-5.583130, -2.864327, -3.677147], [-3.736933, -2.670677, -1.558201], [-4.452180, -4.938378, -2.366595], [-8.350523, -2.875700, -3.170912], [-8.200545, -5.482896, -3.468994], [-6.659491, -5.866332, -2.812942], [-6.657494, -4.825206, -4.212800], [-7.959770, -3.224008, -0.492887], [-8.738954, -4.658899, -1.024911], [-6.482917, -5.890408, -0.692370], [-7.016442, -5.047426, 0.808198], [-4.605772, -4.597182, 0.272396], [-5.599391, -3.134226, 0.415111], [-4.028960, -1.636557, -1.393511], [-3.081616, -2.981308, -0.752150], [-3.306089, -2.728284, -2.558861], [-4.547899, -4.754977, -3.426159], [-3.413405, -5.146348, -2.125953], [-5.109104, -5.767973, -2.270987], [-8.029542, -2.843886, -4.215498], [-8.401411, -1.864785, -2.785076], [-9.304341, -3.399077, -3.151182], [-5.397252, -1.905552, -3.737463], [4.292289, 6.804894, 6.609118], [4.157931, 5.304521, 7.017530], [2.771562, 4.998164, 7.725753], [2.579295, 3.477967, 7.832156], [2.565437, 2.834904, 6.423520], [3.912112, 3.101783, 5.752224], [4.163797, 4.562968, 5.761145], [5.406963, 4.881642, 5.099901], [5.049030, 2.392524, 6.492086], [3.948425, 2.751096, 4.231112], [5.276254, 5.040778, 7.996713], [3.847210, 6.893805, 5.626691], [5.337503, 7.092208, 6.637899], [3.836103, 7.419904, 7.365949], [2.702777, 5.489837, 8.690707], [2.006554, 5.367669, 7.050812], [1.615767, 3.237453, 8.293708], [3.393413, 3.070892, 8.437294], [1.768429, 3.237857, 5.795718], [2.350144, 1.769797, 6.444591], [5.977107, 2.816082, 6.123196], [5.075549, 2.357964, 7.578953], [5.072560, 1.380717, 6.094836], [3.212663, 3.389954, 3.737948], [4.920682, 3.022630, 3.830538], [3.704169, 1.719834, 4.038988], [5.318218, 4.079408, 8.494645], [5.084255, 5.730014, 8.817120], [6.228124, 5.321175, 7.535469], [6.113389, 4.417710, 5.568421], [1.214821, 1.270193, 2.313772], [0.220384, 0.723129, 1.289368], [-0.326717, -0.669750, 1.744852], [-1.661287, -0.993956, 0.936261], [-2.743403, 0.051170, 1.166228], [-2.192663, 1.448329, 0.796422], [-0.889506, 1.660737, 1.422397], [-0.426808, 2.989390, 1.097834], [-2.211168, 1.609318, -0.762590], [-3.100775, 2.548171, 1.348714], [0.937251, 0.751442, -0.046430], [2.070448, 0.592442, 2.303625], [0.740528, 1.258236, 3.300011], [1.541457, 2.281694, 2.067091], [0.465239, -1.390297, 1.587328], [-0.549979, -0.675651, 2.825199], [-1.985185, -2.024380, 1.153814], [-1.466435, -1.078943, -0.130108], [-2.953261, 0.087334, 2.235478], [-3.693187, -0.080099, 0.651684], [-1.478578, 1.011865, -1.252004], [-3.223924, 1.487725, -1.165841], [-2.007454, 2.642038, -1.059260], [-2.942306, 2.668736, 2.409478], [-2.868105, 3.500347, 0.856851], [-4.162910, 2.371922, 1.177973], [0.204842, 0.565495, -0.817163], [1.721293, 0.019515, -0.181131], [1.426073, 1.728642, -0.147894], [-0.404754, 3.062816, 0.130125], [2.737080, -6.150960, -2.694613], [3.075497, -5.821225, -1.210594], [3.792377, -4.422133, -1.130190], [2.837343, -3.308668, -1.461413], [1.622184, -3.346872, -0.524453], [0.827117, -4.665469, -0.656364], [1.792506, -5.718839, -0.451770], [1.064093, -7.002823, -0.727722], [-0.265951, -4.781719, 0.459664], [0.092553, -4.672864, -2.016173], [3.864352, -6.963356, -0.586383], [1.892081, -6.849935, -2.712188], [3.599675, -6.598630, -3.183306], [2.350185, -5.291579, -3.213357], [4.012160, -4.304181, -0.045064], [4.751578, -4.406372, -1.674315], [2.558066, -3.336222, -2.517887], [3.310130, -2.325813, -1.416264], [0.981330, -2.479050, -0.701739], [1.946429, -3.213679, 0.515597], [-0.871738, -5.675541, 0.319304], [0.228768, -4.790507, 1.433161], [-1.012469, -3.993522, 0.306690], [-0.908254, -4.247484, -1.846141], [0.742970, -4.183005, -2.737116], [-0.176561, -5.686481, -2.295672], [4.006354, -6.835906, 0.484099], [4.769992, -7.114399, -1.159103], [3.265155, -7.859048, -0.724235], [1.111848, -7.415384, 0.144137], [-1.568774, -0.513236, -5.613968], [-0.077674, -0.139421, -5.413319], [0.438933, -0.454518, -3.989582], [1.964851, -0.381969, -3.883297], [2.597958, -1.371592, -4.913235], [2.180876, -1.146990, -6.384899], [0.683066, -1.062274, -6.376762], [0.310732, -0.622536, -7.730228], [2.701211, 0.145398, -6.940304], [2.559693, -2.398052, -7.231589], [0.099977, 1.310981, -5.752768], [-2.192066, -0.109080, -4.796710], [-1.719361, -1.583548, -5.536027], [-1.954727, -0.087369, -6.542163], [-0.093711, 0.150741, -3.258320], [0.140943, -1.479348, -3.718124], [2.283182, -0.605111, -2.852288], [2.356998, 0.609433, -4.135037], [2.307844, -2.398966, -4.715789], [3.687111, -1.322699, -4.785482], [2.738413, 0.903317, -6.176290], [3.745771, -0.063063, -7.185541], [2.211815, 0.408352, -7.859128], [3.548117, -2.761209, -6.980064], [1.785804, -3.161848, -7.038754], [2.600928, -2.125756, -8.290226], [1.073609, 1.715500, -5.468116], [-0.720059, 1.858922, -5.270710], [-0.075954, 1.428906, -6.823444], [-0.344483, -1.305483, -7.936348]],
  "atomic_forces_ev_per_a": [[0.64, -0.93, -1.38], [-0.30, 0.31, 0.13], [-0.43, 0.11, 0.22], [-0.21, 0.32, 0.67], [0.20, 0.09, 0.48], [0.09, 0.06, -0.12], [-0.06, 0.13, 0.76], [0.11, 0.07, -0.84], [0.26, -0.25, 0.35], [0.14, 0.52, -0.37], [-0.21, -0.27, -0.21], [-0.23, -0.20, 0.29], [-0.02, 0.70, -0.87], [-0.41, -0.61, -0.15], [0.05, -0.24, 0.64], [0.09, 0.02, 0.06], [-0.15, -0.12, 0.36], [0.23, 0.03, -0.04], [-0.66, -1.23, -0.30], [0.04, -0.05, 0.33], [0.66, 0.76, 0.04], [0.22, -0.07, -0.38], [0.18, 0.67, 0.57], [-0.37, 0.02, -0.24], [-0.27, -0.36, -0.12], [-0.17, -0.01, -0.06], [0.18, 0.43, 0.09], [0.04, -0.18, 0.19], [0.03, 0.33, -0.26], [0.16, -0.26, 0.09], [-1.15, -0.12, 0.18], [0.73, -0.06, -0.41], [0.21, -0.16, 0.23], [0.69, 0.57, 0.23], [-0.51, -0.22, -0.20], [0.06, 0.08, -0.06], [0.46, 0.25, -1.59], [0.08, 0.11, 0.76], [-0.45, 0.25, 0.20], [0.21, 0.09, 0.32], [-0.21, -0.51, 0.26], [-0.09, -0.43, -0.04], [1.07, -0.50, 0.05], [0.12, -0.06, -0.04], [-0.45, 0.01, -0.15], [-0.28, 0.35, 0.03], [-0.53, -0.06, -0.07], [0.09, 0.31, 0.11], [-1.01, 0.14, 0.22], [-0.13, -0.56, -0.06], [0.34, 0.05, -0.14], [0.55, 0.16, -0.19], [0.24, 0.06, 0.34], [-0.05, -0.05, -0.16], [-0.18, 0.00, -0.66], [0.07, 0.15, 0.50], [0.13, -0.11, 0.09], [-0.08, -0.19, 0.10], [0.02, 0.20, 0.16], [0.09, 0.12, 0.02], [-0.42, 0.17, 0.46], [0.29, -0.13, -0.38], [0.19, -0.06, -0.07], [-0.24, -0.09, -0.31], [-0.53, 0.23, -0.60], [1.68, -0.40, -0.39], [-0.23, 0.37, 0.36], [0.65, -0.10, 0.95], [-0.83, 0.87, -0.58], [1.04, -0.08, 0.33], [-1.27, -0.12, 0.00], [0.23, -0.13, -0.02], [-0.31, 0.32, -0.16], [-0.41, 0.01, 0.12], [-0.27, 0.17, 0.04], [0.18, 0.26, -0.19], [0.20, -0.08, 0.13], [-0.42, -0.02, 0.24], [-0.09, 0.12, 0.24], [-0.41, 0.35, -0.31], [0.47, -0.05, -0.04], [-0.34, -0.02, -0.01], [0.16, -0.53, -0.02], [-0.01, -0.37, -0.14], [-0.03, -0.04, -0.23], [0.08, -0.42, 0.06], [0.33, -0.10, -0.69], [0.08, -0.51, 0.51], [-0.03, 0.25, 0.24], [0.27, -0.01, 0.14], [-0.11, 0.33, 0.06], [-0.07, -0.20, 0.20], [0.12, -0.03, 0.07], [-0.30, 0.05, -0.18], [0.96, -1.31, 0.45], [-0.06, 0.76, -0.05], [-0.06, 1.54, -0.28], [0.42, -0.87, -0.33], [-0.86, -0.76, -1.89], [0.15, 1.09, 0.33], [0.06, 0.88, 0.00], [-0.94, -0.49, -0.22], [0.42, 1.09, 0.51], [0.44, -0.78, -0.28], [0.02, 0.22, -0.41], [-0.23, 0.10, 0.16], [-0.55, -0.20, 0.04], [0.04, 0.14, 0.24], [0.07, -0.32, -0.17], [0.06, -0.16, 0.25], [-0.15, -0.42, -0.04], [-0.05, 0.11, 0.31], [-0.14, 0.10, 0.08], [-0.23, 0.06, 0.22], [0.54, 0.02, -0.15], [0.51, 0.03, 0.29], [0.51, 0.49, -0.24], [0.05, -0.39, 0.06], [0.21, -0.82, 0.94], [-0.14, 0.23, 0.07], [-0.13, 0.11, 0.28], [-0.28, 0.33, 0.09], [-0.19, -0.36, 0.02], [-0.08, -1.11, 0.66], [-1.30, 0.43, 0.56], [0.96, -0.57, -1.41], [-0.64, 0.01, -0.48], [0.50, 0.62, 0.09], [0.68, 0.40, -0.28], [0.23, 0.43, -0.37], [-0.71, -0.14, -0.07], [0.22, -0.96, -1.05], [-0.32, 0.53, 0.97], [0.35, 0.37, 0.59], [-0.02, 0.50, -0.06], [0.17, 0.02, -0.53], [-0.61, 0.34, 0.15], [0.09, 0.15, 0.07], [-0.32, 0.33, 0.07], [0.23, 0.10, 0.23], [-0.32, -0.21, 0.04], [-0.06, 0.33, 0.16], [0.23, -0.22, 0.22], [0.42, -0.08, 0.26], [-0.32, 0.09, -0.26], [0.04, -0.39, 0.27], [-0.04, -0.08, -0.01], [0.05, -0.26, -0.10], [-0.01, -0.47, -0.01], [0.07, -0.24, -0.34], [0.29, 0.32, 0.08], [0.09, -0.29, 0.31], [0.06, 0.04, 0.15], [0.19, -0.95, 0.38], [0.31, 0.07, 1.53], [-1.22, 0.89, -1.00], [0.82, -0.87, 0.23], [1.13, 0.77, 0.90], [-0.94, 0.19, -1.16], [-0.35, 0.59, -0.34], [-0.24, -0.60, -0.25], [-0.35, 1.02, 0.72], [-0.14, 0.32, -0.35], [-0.45, 0.06, -0.40], [0.26, 0.12, 0.25], [0.25, 0.11, 0.00], [-0.04, -0.24, 0.06], [0.02, -0.40, -0.24], [0.00, 0.25, -0.38], [-0.12, 0.39, 0.44], [0.40, 0.26, -0.35], [-0.20, -0.10, 0.19], [0.14, -0.35, -0.22], [0.08, -0.79, -0.57], [0.26, -0.51, 0.23], [0.23, 0.08, 0.17], [0.01, -0.01, 0.42], [0.00, -0.11, 0.19], [0.00, -0.34, -0.09], [0.17, 0.13, -0.60], [0.21, -0.40, 0.38], [-0.26, -0.11, -0.31], [0.01, 0.26, -0.02], [-0.14, -0.55, 0.76], [-0.79, 0.97, -1.26], [-0.16, -1.10, 1.61], [-0.23, 0.61, -0.40], [-0.02, 0.09, 0.06], [-0.90, 0.79, -0.03], [-0.07, -2.01, 0.40], [0.64, 1.13, 0.81], [0.48, 0.12, -0.91], [-0.31, -0.36, 0.90], [-0.62, 0.08, -0.45], [0.53, -0.15, -0.03], [-0.01, 0.14, -0.26], [0.41, 0.41, -0.39], [0.31, -0.01, -0.51], [-0.49, -0.11, 0.01], [-0.30, -0.24, 0.01], [0.22, 0.02, 0.44], [-0.26, -0.15, -0.24], [0.18, -0.23, -0.07], [0.35, -0.37, 0.06], [-0.37, 0.18, 0.07], [0.46, 0.35, 0.47], [0.52, 0.70, -0.48], [-0.76, 0.06, -0.41], [0.48, -0.24, -0.28], [0.35, 0.21, -0.02], [0.48, 0.06, 0.24], [0.05, -0.21, 0.01], [-0.11, -0.01, -0.16], [0.16, 0.47, 1.07], [0.68, -1.30, -0.41], [-0.22, -0.69, -0.32], [-0.04, -0.47, -0.77], [-0.11, 0.30, 0.37], [-1.26, 0.18, 0.70], [-0.73, 0.11, -0.11], [-0.31, -1.02, 0.79], [2.13, -0.76, -0.04], [-0.65, 0.86, 0.17], [-0.58, 0.70, -0.13], [0.33, 0.18, -0.19], [0.11, -0.28, -0.39], [0.06, -0.28, -0.02], [0.08, 0.47, 0.00], [0.06, 0.01, -0.22], [0.01, -0.04, -0.36], [-0.19, 0.07, 0.26], [-0.13, -0.23, 0.47], [-0.08, -0.06, -0.37], [-0.24, 0.49, -0.11], [0.23, 0.27, -0.17], [-0.29, 0.43, -0.11], [0.20, -0.13, 0.29], [0.51, 0.18, -0.23], [-0.29, -0.17, 0.07], [-0.34, 0.09, -0.03], [0.33, 0.17, 0.16], [0.31, 0.15, 0.05], [0.21, 0.27, -0.22]],
  "lowdin_charge": [-0.163, -0.112, 0.061, 0.063, 0.083, 0.074, -0.160, -0.116, 0.058, 0.063, 0.080, 0.076, -0.131, -0.138, 0.099, 0.062, 0.069, 0.083, -0.122, -0.132, 0.078, 0.058, 0.070, 0.020, -0.134, -0.161, 0.066, 0.080, 0.081, 0.049, -0.145, -0.128, 0.071, 0.072, 0.080, 0.090, -0.107, -0.177, 0.076, 0.073, 0.083, 0.028, -0.158, -0.151, 0.054, 0.077, 0.071, 0.012, -0.130, -0.139, 0.088, 0.056, 0.081, 0.086, -0.075, -0.002, -0.005, -0.046, 0.004, 0.052, -0.064, 0.047, 0.017, -0.019, -0.517, -0.097, -0.173, -0.117, -0.511, -0.044, -0.067, -0.041, -0.026, -0.042, 0.082, 0.057, 0.082, 0.099, 0.117, 0.092, 0.091, 0.126, 0.092, 0.083, 0.085, 0.086, 0.086, 0.090, 0.057, 0.091, 0.056, 0.087, 0.103, -0.034, -0.503, -0.122, -0.145, -0.127, -0.458, -0.090, -0.062, -0.009, -0.014, -0.020, 0.093, 0.048, 0.091, 0.112, 0.119, 0.098, 0.109, 0.121, 0.106, 0.068, 0.064, 0.085, 0.076, 0.080, 0.036, 0.084, 0.074, 0.087, 0.079, -0.023, -0.513, -0.105, -0.160, -0.116, -0.493, -0.091, -0.047, -0.025, -0.018, -0.051, 0.085, 0.071, 0.074, 0.114, 0.115, 0.114, 0.090, 0.106, 0.124, 0.072, 0.068, 0.089, 0.078, 0.071, 0.071, 0.063, 0.091, 0.087, 0.066, -0.034, -0.503, -0.055, -0.152, -0.111, -0.467, -0.056, -0.070, -0.004, -0.018, -0.011, 0.088, 0.089, 0.059, 0.096, 0.118, 0.081, 0.091, 0.111, 0.100, 0.042, 0.075, 0.053, 0.082, 0.071, 0.078, 0.047, 0.077, 0.077, 0.068, -0.018, -0.483, -0.118, -0.200, -0.120, -0.513, -0.046, -0.068, -0.020, -0.014, -0.033, 0.080, 0.086, 0.050, 0.126, 0.123, 0.083, 0.085, 0.107, 0.120, 0.075, 0.088, 0.054, 0.069, 0.059, 0.080, 0.087, 0.083, 0.075, 0.101, -0.027, -0.485, -0.125, -0.164, -0.120, -0.514, -0.057, -0.072, -0.034, -0.021, -0.043, 0.075, 0.082, 0.083, 0.094, 0.119, 0.093, 0.093, 0.101, 0.112, 0.062, 0.094, 0.083, 0.075, 0.091, 0.079, 0.068, 0.084, 0.088, 0.104],
  "charge": 0,
  "homo_energy_ev": -8.5,
  "total_energy_ha": -4176.44127,
  "largest_force_ha_per_bohr": 0.044,
  "e_lumo_ev": 0.229,
  "orbital_gap_ev": 8.7
}